1.
Formula: C22H30BiN7SSi2
Source: the OMol25 dataset
Level of theory: ωB97M-V/def2-TZVPD

Geometry as ORCA input:
```
! RIJCOSX wB97M-V def2-TZVPD def2/J DEFGRID3
* xyz 0 1
Bi 0.10311 -0.55783 1.14052
N -3.58842 -0.77607 -1.61344
C -2.48678 -0.32870 -0.98155
S -1.13616 -1.43504 -0.96777
N -2.56636 0.87809 -0.47952
N -1.43455 1.31768 0.13316
C -1.42601 2.54120 0.51924
C -2.54633 3.48745 0.28404
C -2.93395 3.82224 -1.00869
C -3.96301 4.72645 -1.21245
C -4.61971 5.29134 -0.12750
C -4.24007 4.95586 1.16321
C -3.20099 4.06058 1.36845
C -0.22408 3.03007 1.24000
C -0.00576 4.39408 1.42199
C 1.10898 4.80670 2.13013
C 1.96730 3.85291 2.65072
C 1.68241 2.51973 2.40742
N 0.62809 2.11390 1.71036
H -3.60465 -1.69226 -2.02181
H -4.36952 -0.15256 -1.72062
H -2.42729 3.36831 -1.85014
H -4.25705 4.98795 -2.21974
H -5.42733 5.99254 -0.28882
H -4.75028 5.39155 2.01056
H -2.89625 3.80459 2.37566
H -0.70688 5.10977 1.01795
H 1.30119 5.86076 2.27888
H 2.84288 4.12845 3.22054
H 2.33010 1.73997 2.78434
C 3.29792 2.27705 -0.98976
Si 2.35385 0.70546 -1.39332
C 3.33370 -0.26458 -2.66411
C 0.77456 1.28948 -2.22048
C 2.08576 -0.48849 0.05599
Si 3.49459 -0.85808 1.27921
C 2.85506 -0.99687 3.04564
C 4.28795 -2.46593 0.76125
C 4.84507 0.44514 1.37422
H 3.16519 2.96986 -1.82248
H 4.36487 2.10384 -0.87557
H 2.93683 2.77536 -0.09083
H 3.69454 0.38203 -3.46465
H 2.70670 -1.03626 -3.11344
H 4.19660 -0.76165 -2.21987
H 1.02348 1.64087 -3.22370
H 0.31809 2.12154 -1.68402
H 0.03555 0.49726 -2.31605
H 1.95988 -1.44914 -0.46017
H 2.13942 -1.80739 3.18107
H 2.38892 -0.07067 3.39398
H 3.70357 -1.18443 3.70527
H 3.54941 -3.25535 0.63266
H 5.01047 -2.81409 1.49936
H 4.81308 -2.35354 -0.18790
H 4.46929 1.45275 1.53731
H 5.46926 0.46598 0.48398
H 5.49039 0.19286 2.21747
N 2.76924 -6.28959 -0.36754
C 1.87152 -5.62602 -0.07432
N 0.79376 -4.93706 0.21254
C 0.68967 -3.84010 0.80244
N 0.43223 -2.85615 1.39677
*
```

Properties
HOMO-LUMO gap: 7.730 eV
HOMO level: -0.3109 hartree
Relative energy (zero: lowest compared OMol25 entry of this formula, charge and spin): 0.0 kJ/mol

=====

2.
Formula: C42H55BN12SSiV
Source: the OMol25 dataset
Level of theory: ωB97M-V/def2-TZVPD

Geometry as ORCA input:
```
! RIJCOSX wB97M-V def2-TZVPD def2/J DEFGRID3
* xyz 2 4
V -0.19040 1.21031 1.39512
C 0.32314 0.80840 5.53622
C 0.84224 1.01810 4.26027
N -0.13262 1.02492 3.34977
N -1.30450 0.82077 4.02896
C -1.03495 0.68173 5.34832
B -2.59908 0.52114 3.19222
N -2.24524 -0.71607 2.26918
C -2.79757 -1.93906 2.17667
C -2.10529 -2.66954 1.23031
C -1.10073 -1.80419 0.79851
N -1.18289 -0.62560 1.41809
N -2.90862 1.71773 2.18891
C -4.01061 2.47117 2.05569
C -3.88655 3.23810 0.91116
C -2.64392 2.88441 0.38872
N -2.05519 1.95708 1.16030
N -3.82718 0.25938 4.02270
C -5.04749 -0.11689 3.53477
C -5.95647 0.00573 4.54318
C -5.19758 0.48781 5.63651
N -3.92514 0.64928 5.32433
H 0.86133 0.75686 6.47006
H 1.86904 1.15499 3.95821
H -1.83794 0.53067 6.05118
H -3.63677 -2.21664 2.79730
H -2.28636 -3.68863 0.92341
H -0.29468 -1.99445 0.10070
H -4.80593 2.43254 2.78624
H -4.59413 3.95241 0.51956
H -2.13906 3.27270 -0.48429
H -5.17380 -0.42840 2.50616
H -7.01165 -0.22073 4.51100
H -5.53242 0.72356 6.63773
C 3.78089 -0.50098 0.82816
C 2.41500 -0.38524 1.10593
N 1.77419 0.78703 1.09410
C 2.51759 1.91431 0.83578
C 3.87632 1.87805 0.53745
C 4.50726 0.61647 0.52149
C 4.57431 3.11968 0.31648
C 3.95092 4.30480 0.46643
C 2.56697 4.36796 0.86028
C 1.89821 5.56404 1.17885
C 0.61738 5.50834 1.66008
C -0.02475 4.27130 1.77008
N 0.55348 3.12893 1.41536
C 1.85510 3.18224 1.00884
H 4.23337 -1.48402 0.87323
H 1.83606 -1.26073 1.38742
H 5.56806 0.55012 0.29711
H 5.62834 3.08151 0.06167
H 4.49700 5.23325 0.33542
H 2.40998 6.51444 1.07054
H 0.09244 6.40534 1.95952
H -1.03497 4.20708 2.15192
C -2.31477 -0.96729 -2.63869
C -1.09604 -1.02835 -3.58983
C -1.56717 -0.99003 -5.06412
C -0.36863 -2.35779 -3.33634
Si 0.00701 0.44570 -3.39793
C 1.84586 0.23836 -3.40036
C 2.21226 -0.17175 -4.84658
C 2.57785 1.54475 -3.04644
C 2.31134 -0.84864 -2.40782
C -0.70524 2.14895 -3.55083
C -0.09361 3.13299 -2.52438
C -0.37065 2.60888 -4.98815
C -2.23140 2.15446 -3.35929
H -2.81711 -1.93901 -2.67583
H -3.03883 -0.21439 -2.93875
H -2.04402 -0.78827 -1.59275
H -2.25944 -1.82459 -5.21444
H -0.74058 -1.11588 -5.77221
H -2.10004 -0.06938 -5.32129
H -1.09284 -3.16430 -3.48988
H 0.01119 -2.44511 -2.31617
H 0.45496 -2.52480 -4.03531
H 1.98819 0.61229 -5.57744
H 1.71539 -1.09232 -5.16876
H 3.29229 -0.35294 -4.87777
H 2.37235 2.34472 -3.76104
H 3.65541 1.34734 -3.08211
H 2.34404 1.90251 -2.03985
H 2.06391 -1.85179 -2.74010
H 1.90937 -0.71172 -1.39893
H 3.40139 -0.78640 -2.32924
H 0.89641 3.47115 -2.81775
H -0.00948 2.71176 -1.51974
H -0.73849 4.01355 -2.46543
H 0.70502 2.61777 -5.19529
H -0.73873 3.63433 -5.10736
H -0.86217 1.99253 -5.74977
H -2.54018 1.78498 -2.38033
H -2.74800 1.57447 -4.12670
H -2.57871 3.18871 -3.44854
C 0.87226 -7.66011 2.41696
C 1.30246 -6.34506 1.84979
C 1.91405 -6.17702 0.64829
C 2.22972 -4.86016 0.24796
N 1.94031 -3.78984 0.96583
C 1.33484 -3.94351 2.18632
S 0.94537 -2.68187 3.20092
N 1.04241 -5.23585 2.57866
C 2.91318 -4.63145 -1.06876
H 1.34823 -8.48076 1.88705
H -0.21003 -7.76822 2.31907
H 1.12107 -7.73229 3.47713
H 2.15864 -7.02916 0.02792
H 0.63207 -5.31857 3.49774
H 3.66097 -5.40167 -1.26042
H 3.38403 -3.64892 -1.08473
H 2.17815 -4.68454 -1.87943
*
```

Properties
HOMO-LUMO gap (alpha / beta): 5.184 / 5.577 eV
<S²>: 3.766
HOMO level (alpha / beta): -0.4259 / -0.4430 hartree
Relative energy (zero: lowest compared OMol25 entry of this formula, charge and spin): 57.9 kJ/mol

=====

3.
Formula: C3H8NO2
Source: the OMol25 dataset
Level of theory: ωB97M-V/def2-TZVPD

Geometry as ORCA input:
```
! RIJCOSX wB97M-V def2-TZVPD def2/J DEFGRID3
* xyz -1 1
N 0.00931 -1.64331 0.48166
C -0.19924 -0.35940 -0.24172
C -1.44319 0.54909 0.77249
O -1.51274 1.74448 0.32472
C 1.05797 0.44821 -0.38921
O 2.02191 -0.41377 -1.10148
H -0.02076 -1.66000 1.50645
H -0.80981 -2.17198 0.11728
H -1.00627 -0.40971 -0.96657
H -2.15686 -0.18168 0.64627
H -0.98981 0.55196 1.84497
H 0.87968 1.38053 -0.98507
H 1.51828 0.86396 0.46158
H 1.95380 -1.34296 -0.63178
*
```

Properties
HOMO-LUMO gap: 6.154 eV
Structure (SMILES): N[C@@H](C[O-])CO
HOMO level: -0.0711 hartree
Relative energy (zero: lowest compared OMol25 entry of this formula, charge and spin): 402.9 kJ/mol

=====

4.
Formula: C2H12N2O4
Source: the OMol25 dataset
Level of theory: ωB97M-V/def2-TZVPD

Geometry as ORCA input:
```
! RIJCOSX wB97M-V def2-TZVPD def2/J DEFGRID3
* xyz 0 1
C 2.05411 0.77988 1.56286
N 0.90420 1.45004 0.83522
C -0.41315 1.03479 0.97584
N -1.28313 1.72819 0.15708
O -0.72958 0.28404 1.88153
H 1.92600 1.08032 2.55102
H 2.86530 1.32890 1.07094
H 2.17704 -0.26052 1.26563
H 1.20973 1.69109 -0.09875
H -1.20010 2.70692 -0.10722
H -2.27549 1.56598 0.38314
O -1.70053 -2.06190 0.87425
H -1.08908 -1.37463 1.14568
H -2.55950 -1.81012 1.21667
O -0.83350 -1.98513 -1.87258
H -0.86469 -1.07904 -2.17169
H -1.69326 -2.19232 -1.49997
O 1.25970 -0.87313 -3.07360
H 1.26504 -0.25696 -2.33741
H 0.98088 -1.75638 -2.75863
*
```

Properties
HOMO-LUMO gap: 10.754 eV
Structure (SMILES): CNC(N)=O.O.O.O
HOMO level: -0.3811 hartree
Relative energy (zero: lowest compared OMol25 entry of this formula, charge and spin): 117.3 kJ/mol